Record 1
Entry from the OMol25 dataset: a cluster of 3 separate species, C28H45F3N6O5P2 in total in a non-equilibrium geometry (ωB97M-V with the def2-TZVPD basis set).

Cartesian coordinates (Å):
O: -0.43388 -2.75356 3.43382
C: -0.88005 -1.90973 2.69085
C: -0.01083 -0.78998 2.23363
C: 1.24977 -0.58202 2.77128
C: 2.04286 0.44988 2.30963
C: 1.58825 1.32478 1.32442
C: 0.32591 1.11413 0.79011
C: -0.46901 0.06532 1.23553
C: -1.80473 -0.12333 0.57678
O: -2.02179 0.45199 -0.46451
C: -2.76461 -1.04913 1.23813
C: -4.11953 -1.09469 0.90463
C: -4.75465 -0.18378 -0.12883
O: -6.09387 0.23644 0.21368
C: -6.20024 0.98551 1.32540
F: -7.13537 1.92321 1.09816
F: -6.62758 0.29078 2.38500
F: -5.07951 1.62739 1.66422
C: -4.94906 -2.01625 1.53458
C: -4.48718 -2.90048 2.49295
C: -3.14749 -2.82775 2.85346
C: -2.30802 -1.92132 2.23818
H: 1.61430 -1.24687 3.54432
H: 3.03655 0.62302 2.70475
H: 2.20323 2.13969 0.96974
H: -0.03209 1.76595 0.00305
H: -4.86508 -0.76725 -1.04435
H: -4.15513 0.67871 -0.39274
H: -5.99255 -2.06250 1.24693
H: -5.16707 -3.61265 2.93880
H: -2.77629 -3.51476 3.60238
O: 0.18152 5.17640 -1.72642
P: -1.01557 5.84246 -2.35927
N: -2.26422 4.86829 -1.69980
C: -3.03930 3.80555 -2.29409
C: -2.50440 5.02627 -0.27576
N: -0.53739 5.58715 -4.00649
C: -1.26808 4.82711 -5.00499
C: 0.90100 5.41083 -4.22518
N: -2.13621 7.04574 -2.82121
C: -3.52220 6.88166 -3.20097
C: -1.54018 8.31593 -3.24435
H: -4.10718 3.93380 -2.07209
H: -2.73678 2.82201 -1.91009
H: -2.95852 3.76549 -3.37693
H: -3.15747 5.88888 -0.07707
H: -1.56889 5.18160 0.26826
H: -2.97717 4.14056 0.15034
H: -1.45606 3.79371 -4.69442
H: -0.69424 4.76731 -5.93073
H: -2.20316 5.31108 -5.29440
H: 1.22379 4.37818 -4.04553
H: 1.47956 6.06421 -3.57816
H: 1.15763 5.68223 -5.25218
H: -3.68954 6.06477 -3.90375
H: -3.88512 7.78708 -3.68759
H: -4.16360 6.71564 -2.33115
H: -1.29852 8.31044 -4.31383
H: -0.61696 8.51042 -2.69647
H: -2.20736 9.15519 -3.03970
O: 4.04699 -2.94510 0.53339
P: 4.07349 -4.19210 1.38498
N: 5.77250 -4.46475 1.39657
C: 6.57745 -5.39384 0.64197
C: 6.55693 -3.52993 2.18312
N: 3.07544 -5.13978 0.32537
C: 3.46570 -6.35325 -0.36854
C: 2.15845 -4.37481 -0.52419
N: 3.85452 -5.32704 2.64454
C: 4.62906 -6.51358 2.93277
C: 2.52319 -5.31021 3.26230
H: 7.28777 -5.91223 1.29926
H: 7.15795 -4.88649 -0.14029
H: 5.98999 -6.16850 0.15713
H: 6.56593 -3.81553 3.24570
H: 6.15246 -2.51674 2.11145
H: 7.59014 -3.48497 1.83790
H: 4.34477 -6.21054 -1.00693
H: 2.66290 -6.68852 -1.02670
H: 3.62600 -7.19034 0.31378
H: 2.64816 -4.00256 -1.43235
H: 1.74495 -3.52384 0.01113
H: 1.31147 -5.00088 -0.81651
H: 4.84386 -7.12085 2.05312
H: 4.08391 -7.15506 3.62530
H: 5.57986 -6.26995 3.41507
H: 1.82307 -5.96040 2.72489
H: 2.10618 -4.30174 3.25992
H: 2.56624 -5.62728 4.30581

Atomic forces in eV per Å
-0.1 -0.4 0.2
0.4 0.4 0.0
-0.4 0.2 -0.3
0.3 -0.3 0.2
0.3 0.6 -0.1
-0.4 -0.6 0.1
0.3 0.3 -0.2
-0.2 0.1 -0.1
0.9 -0.1 0.4
-0.5 0.0 -0.3
-0.3 -0.1 0.2
-0.2 0.4 -0.1
0.2 -0.4 -0.4
0.5 -0.3 0.3
-0.9 0.7 -0.5
0.0 0.0 0.0
0.2 -0.2 0.2
0.3 -0.2 0.1
-0.3 -0.3 -0.1
0.4 0.5 -0.3
-0.6 -0.6 0.1
0.5 0.0 0.1
-0.1 0.0 0.0
-0.1 -0.2 0.1
0.0 0.0 0.0
-0.1 -0.1 0.0
-0.2 0.1 0.0
0.0 0.0 0.2
0.0 0.1 0.0
0.1 0.0 0.1
0.3 0.2 0.0
0.2 3.2 1.5
-2.5 -4.9 -3.2
-0.2 -0.2 -0.2
0.0 -0.2 -0.1
0.2 0.5 0.0
1.0 0.1 -0.2
-0.5 0.3 -0.1
0.1 -0.2 0.2
2.0 2.2 1.4
-0.5 -0.5 0.7
0.1 -0.1 -0.3
0.0 0.0 0.0
0.0 0.0 0.0
0.1 0.1 0.0
-0.1 -0.1 0.1
0.0 0.0 0.0
0.0 -0.1 -0.1
0.0 0.0 -0.1
0.2 0.1 0.1
-0.2 -0.1 0.2
0.1 0.0 0.0
0.0 -0.1 0.1
-0.2 0.0 -0.1
0.1 -0.1 0.0
0.3 0.1 0.0
0.0 -0.1 0.0
0.0 0.0 0.0
0.0 -0.1 0.0
0.0 -0.1 0.1
-1.2 1.5 3.2
2.8 -4.3 -4.4
0.2 -0.2 -0.1
0.0 -0.1 -0.1
-0.4 0.1 0.3
-0.9 0.5 -0.5
0.1 -0.4 0.4
0.1 0.3 -0.1
-1.9 2.3 1.5
1.0 0.3 0.1
-0.1 -0.1 -0.2
0.0 0.0 0.0
0.0 0.0 0.0
-0.1 0.1 0.0
0.1 0.1 0.0
0.0 0.0 0.0
0.0 -0.1 -0.1
0.0 -0.1 0.0
-0.1 0.2 0.1
0.3 0.1 0.0
-0.1 0.1 0.0
0.1 0.1 0.0
0.1 -0.2 0.0
0.0 0.1 -0.1
-0.2 0.2 0.0
0.0 0.0 -0.1
0.0 0.0 0.0
0.0 0.0 -0.1
0.1 0.0 0.0

Max |F|: 6.705 eV/Å
SMILES string: O=C1c2ccccc2C(=O)c2c(COC(F)(F)F)cccc21.CN(C)P(=O)(N(C)C)N(C)C.CN(C)P(=O)(N(C)C)N(C)C
Lowest unoccupied orbital energy: -0.95 eV
Energy: -75671.507 eV
HOMO: -0.2934 hartree
Frontier orbital gap: 7.038 eV

Here are the Mulliken charges for atoms 1 to 5, given in e: number 1, O, carries -0.712; number 2, C, carries 0.471; number 3, C, carries 0.502; number 4, C, carries -0.454; number 5, C, carries -0.554

=====

Record 2
Entry from the OMol25 dataset: a structure of composition C28H45F9OOsP2 in a non-equilibrium geometry (ωB97M-V with the def2-TZVPD basis set).

Cartesian coordinates (Å):
Os: -0.45844 0.13886 -0.12848
C: -1.89240 1.63108 -0.03602
C: -2.22775 0.72058 -1.09698
C: -2.14776 -0.49228 0.88042
C: -1.94660 0.89505 1.19261
C: -2.38524 -0.59052 -0.53836
C: -1.80335 3.11300 -0.18036
H: -1.45308 3.39439 -1.17606
H: -1.08865 3.52859 0.52586
H: -2.77899 3.57328 0.00518
C: -1.92546 1.41883 2.57979
H: -1.91330 2.51285 2.57684
H: -1.02502 0.98919 3.08733
H: -2.82645 1.08636 3.11273
C: -2.26492 -1.56565 1.91039
H: -3.24642 -1.48644 2.39591
H: -1.47281 -1.43121 2.66346
H: -2.16908 -2.56425 1.47595
C: -3.00090 -1.75710 -1.25148
H: -4.09206 -1.62038 -1.32620
H: -2.79749 -2.68393 -0.71056
H: -2.59636 -1.83614 -2.26666
C: -2.62397 1.14206 -2.46875
H: -3.62538 1.59662 -2.48540
H: -2.60620 0.28967 -3.14343
H: -1.91275 1.87334 -2.85197
C: 1.59880 0.47171 -3.24471
C: 0.55127 1.29009 -3.44167
C: -0.09026 1.49518 -4.77444
C: -0.99315 0.35880 -5.34618
C: -1.05733 -0.93353 -4.58006
C: 0.01308 -1.72273 -4.40778
C: 1.35324 -1.42838 -5.01949
C: 2.22839 -0.33073 -4.33995
H: 0.68946 1.70325 -5.52453
H: -0.66769 0.17152 -6.38171
H: -0.70221 2.40913 -4.70432
H: 2.55987 0.35426 -5.13874
H: 2.12391 0.44705 -2.28672
H: 0.20664 1.95359 -2.64310
H: 3.14736 -0.80385 -3.96040
H: 1.93206 -2.36359 -5.01501
H: -0.07011 -2.69878 -3.92276
H: 1.23334 -1.15081 -6.07723
H: -2.01408 0.75412 -5.42342
H: -2.06186 -1.27577 -4.30477
P: 1.44280 1.53399 0.39942
C: 1.15185 2.51859 1.90134
H: 2.03954 3.14988 2.04285
H: 1.02863 1.84628 2.75972
H: 0.27370 3.16276 1.80425
C: 3.01339 0.72878 0.84035
H: 3.69367 1.50409 1.21902
H: 3.49229 0.26303 -0.02633
H: 2.84428 -0.01710 1.63092
C: 1.86224 2.84589 -0.79302
H: 2.20021 2.43186 -1.74672
H: 2.66029 3.46066 -0.35940
H: 0.98774 3.48299 -0.98020
P: 0.85798 -1.91778 -0.28571
C: -0.13846 -3.21572 -1.09581
H: 0.48597 -4.08385 -1.34563
H: -0.58500 -2.82845 -2.01745
H: -0.93961 -3.54127 -0.41836
C: 2.40252 -1.93054 -1.25765
H: 2.18366 -1.76486 -2.31698
H: 2.91433 -2.89778 -1.14376
H: 3.08970 -1.14899 -0.92660
C: 1.26156 -2.72173 1.29094
H: 1.62580 -3.74183 1.10315
H: 0.37393 -2.75662 1.93284
H: 2.03211 -2.16083 1.82290
F: -1.10027 0.71909 6.15034
C: -0.75018 -0.48892 5.62600
F: -0.54085 -1.34616 6.66494
F: -1.84265 -0.93796 4.95341
C: 0.52815 -0.38334 4.64538
O: 0.29762 -0.22132 3.35675
C: 1.39420 0.79529 5.26607
F: 1.56059 0.67070 6.61129
F: 2.62160 0.87828 4.68447
F: 0.78668 2.00282 5.05780
C: 1.39333 -1.73810 4.80480
F: 1.89199 -1.97384 6.04856
F: 0.62871 -2.81137 4.45047
F: 2.45990 -1.70526 3.95476

Atomic forces in eV per Å
8.9 -1.7 -1.4
-1.4 1.4 0.3
-2.2 0.2 -0.5
-2.3 -0.2 0.6
-1.6 -0.1 0.6
-2.7 -0.1 0.0
0.1 0.1 0.0
-0.2 0.0 0.0
-0.2 0.1 0.0
0.1 0.0 -0.1
0.5 0.1 0.2
0.2 -0.2 0.2
-0.8 0.7 0.0
0.3 0.0 -0.1
0.2 -0.1 0.1
0.2 -0.1 0.0
-0.6 -0.2 -0.3
-0.1 0.1 0.1
0.4 -0.1 -0.1
0.4 0.1 0.1
-0.2 0.1 -0.2
-0.2 -0.1 0.2
0.3 0.1 -0.3
0.2 -0.2 0.2
-0.1 0.1 0.0
-0.2 0.0 -0.1
-0.3 0.6 -0.1
0.7 -0.3 0.3
-0.2 0.4 -0.3
-0.5 0.2 -0.2
0.4 -0.6 -0.3
-0.5 0.0 -0.2
0.3 -0.3 -0.1
0.5 -0.1 -0.2
-0.1 0.0 0.3
-0.1 -0.1 0.3
0.3 -0.3 -0.2
0.0 -0.1 0.3
-0.4 0.1 -0.2
0.2 -0.3 0.0
-0.3 0.2 -0.1
-0.2 0.3 -0.1
-0.2 0.3 -0.2
-0.1 -0.1 0.3
0.2 -0.1 -0.1
0.5 0.0 0.1
0.1 0.5 0.3
0.1 -0.1 0.2
-0.2 -0.1 0.1
0.1 0.5 -0.4
0.2 -0.2 0.1
0.2 0.1 -0.1
-0.2 -0.2 0.0
-0.1 0.2 0.3
0.1 0.2 -0.2
0.1 0.0 -0.1
0.0 0.2 0.2
-0.1 -0.1 -0.1
0.2 -0.2 0.1
0.1 -0.4 -0.4
-0.2 0.0 -0.1
-0.1 0.2 0.1
0.1 -0.1 0.3
0.3 0.1 -0.2
0.2 -0.2 0.1
-0.1 -0.2 0.3
-0.3 0.2 0.0
-0.2 -0.4 -0.2
0.1 0.2 0.2
-0.1 0.3 0.0
0.1 -0.1 -0.2
-0.1 -0.1 -0.1
0.7 -1.4 -0.8
-1.7 -0.5 1.2
0.0 1.2 -1.5
1.2 0.3 0.2
0.9 0.4 3.0
0.0 -0.4 -0.4
1.0 1.4 1.0
-0.2 -0.2 -1.8
-1.2 -0.3 0.4
0.5 -1.3 -0.2
1.1 -2.1 0.4
-1.0 0.9 -1.9
0.5 1.4 0.4
-1.2 0.3 0.8

Max |F|: 9.131 eV/Å
Total charge: +2
Lowest unoccupied orbital energy (alpha / beta): -4.72 / -9.74 eV
Spin multiplicity: 5
Energy: -77297.457 eV
HOMO (alpha / beta): -0.4978 / -0.5268 hartree
Frontier orbital gap (alpha / beta): 8.824 / 4.598 eV
Expectation value of S²: 6.016

Here are the Mulliken charges for atoms 1 to 5, given in e: number 1, Os, carries -0.069; number 2, C, carries 0.828; number 3, C, carries -0.040; number 4, C, carries -0.043; number 5, C, carries -0.110

=====

Q: Among the records above, which one has the lowest energy?
A: C28H45F9OOsP2

=====

Q: Which of these has the highest energy?
A: C28H45F3N6O5P2

=====

Q: Which of these has the lowest energy?
A: C28H45F9OOsP2